No. 1
Formula: C4H34N2O13
Source: the Open Molecules 2025 dataset
Level of theory: ωB97M-V with the def2-TZVPD basis set

Positions of all 53 atoms, in Å:
C: -1.464886 0.155643 0.362043
N: -2.692223 0.795123 0.861219
C: -2.895512 0.997331 2.182042
O: -2.369666 0.256028 3.006599
C: -0.251550 1.087679 0.408165
C: 0.501376 0.897960 1.723818
N: 0.587354 0.707985 -0.700994
H: -1.740537 -0.125699 -0.655096
H: -1.308005 -0.742708 0.874851
H: -3.102918 1.470713 0.214828
H: -3.476840 1.872023 2.392243
H: -0.546532 2.133754 0.440480
H: 1.317280 1.573005 1.716084
H: 0.052538 0.921890 2.724379
H: 1.007408 -0.097399 1.877858
H: 0.487273 -0.258089 -0.943509
H: 1.589959 0.641146 -0.499781
H: -1.409012 3.324238 3.806398
H: -0.128099 2.805823 3.140276
O: -1.063067 3.043777 2.991004
H: 2.782257 -1.876546 -0.597015
H: 4.194738 -1.384194 -0.288582
O: 3.362042 -1.095395 -0.732547
H: 2.769700 1.342951 -2.833072
H: 4.056308 0.506667 -3.244419
O: 3.082599 0.500108 -3.251218
H: 2.816408 -1.725802 -3.764562
H: 1.631089 -2.569565 -3.560509
O: 2.101026 -2.060804 -4.263870
H: 2.212152 2.408600 -1.344791
H: 3.153750 3.636269 -1.795631
O: 2.452663 3.019312 -2.119579
H: 0.048043 -2.845537 3.223520
H: 1.568382 -2.615795 3.068255
O: 0.800358 -2.770694 2.592443
H: 0.912091 -3.061007 -0.823395
H: 0.958685 -2.936668 0.787931
O: 1.509364 -2.969521 -0.039406
H: -1.510866 -3.627539 -2.356827
H: -0.480580 -4.623977 -2.518677
O: -0.670853 -3.811751 -1.959581
H: -1.996568 -2.778725 0.978559
H: -3.185376 -3.006428 0.097302
O: -2.240187 -2.824948 0.040280
H: -1.612562 -1.490473 2.667075
H: -2.840221 -2.379031 2.849337
O: -1.903331 -2.363882 2.993605
H: -1.352201 4.328662 -1.431303
H: -0.651406 4.635606 -0.107274
O: -0.993647 5.081610 -0.950701
H: -1.461702 2.770102 -3.178295
H: -0.919356 2.350789 -1.829872
O: -1.687160 2.777373 -2.230068

Cartesian forces (eV/Å) of the 6 atoms listed first:
-1.6 1.7 -1.1
-0.1 0.7 -0.4
1.5 -1.4 -0.6
-0.6 0.7 0.2
0.0 -1.7 1.7
1.0 -2.0 1.4

Summary:
HOMO, eV: -9.91
Total energy, Eh: -1260.40072
Molecular weight, g mol⁻¹: 318.3
Orbital gap, eV: 10.10
Strongest force on any atom, hartree/bohr: 0.0597
E_LUMO, eV: 0.19
Charge: 0

=====

No. 2
Formula: C5H11NO
Source: the Open Molecules 2025 dataset
Level of theory: ωB97M-V with the def2-TZVPD basis set

Positions of all 18 atoms, in Å:
N: -0.172717 0.333036 -2.351506
C: -0.784936 0.305097 -1.054901
C: 0.085304 0.450939 0.013838
C: -0.348293 0.527547 1.407316
C: 0.403085 0.208322 2.502734
C: 0.026246 0.574481 3.907139
H: -0.272262 -0.396159 -3.034050
H: 0.703564 0.824589 -2.394553
H: -1.882524 0.189677 -0.993307
H: 1.170479 0.388991 -0.092680
H: -1.394222 0.793815 1.444746
H: 1.463641 -0.082967 2.427145
H: -1.046067 0.686061 4.004348
H: 0.411888 -0.217109 4.569278
H: 0.503707 1.511362 4.240209
H: 0.288385 -2.469817 -4.207987
H: 0.712611 -1.898238 -5.564217
O: 0.132110 -1.729629 -4.823552

Cartesian forces (eV/Å) of the 6 atoms listed first:
-0.8 0.8 -0.3
1.0 -0.4 -0.6
-1.1 -0.1 2.5
0.8 0.0 -2.6
0.5 0.0 0.8
0.7 -0.4 -0.2

Summary:
Multiplicity: 2
<S²>: 0.77
HOMO (spin up / spin down), eV: 1.06 / -2.07
Total energy, Eh: -327.00314
Molecular weight, g mol⁻¹: 101.1
Orbital gap (spin up / spin down), eV: 2.27 / 5.28
Strongest force on any atom, hartree/bohr: 0.0530
E_LUMO (spin up / spin down), eV: 3.33 / 3.21
Charge: -1

=====

No. 3
Formula: C2HF2N4
Source: the Open Molecules 2025 dataset
Level of theory: ωB97M-V with the def2-TZVPD basis set

Positions of all 9 atoms, in Å:
C: 0.526277 0.496203 2.457969
C: -0.863768 -0.079978 -0.417098
N: 0.741055 1.534696 3.243531
N: 1.035022 -0.664206 2.824848
N: 1.448187 0.972191 4.194910
N: 1.621138 -0.326126 3.949121
F: -1.735156 0.961749 -0.624116
F: -1.625472 -1.221540 -0.344671
H: -0.183404 -0.154692 -1.267394

Cartesian forces (eV/Å) of the 6 atoms listed first:
-0.7 0.0 -1.3
-2.1 -0.2 -0.6
-0.7 -0.1 -1.2
-0.7 0.3 -1.0
1.1 -0.8 1.5
0.9 0.5 1.7

Summary:
HOMO (spin up / spin down), eV: -4.83 / -4.70
Total energy, Eh: -495.41911
Molecular weight, g mol⁻¹: 119.1
Orbital gap (spin up / spin down), eV: 7.69 / 8.32
Strongest force on any atom, hartree/bohr: 0.0431
E_LUMO (spin up / spin down), eV: 2.87 / 3.62
Charge: -1

=====

No. 4
Formula: C4H12NO2
Source: the Open Molecules 2025 dataset
Level of theory: ωB97M-V with the def2-TZVPD basis set

Positions of all 19 atoms, in Å:
C: -1.697935 -0.733382 0.857940
C: 1.296281 1.245890 -0.627134
C: 1.469352 -1.024265 0.406634
C: -0.760939 0.281278 0.306241
N: 0.694940 0.390901 0.466545
O: -1.383046 1.357389 -0.013817
O: -0.533744 -0.877606 -1.686671
H: -1.190151 -1.476420 1.377423
H: -2.283060 -0.153834 1.520801
H: -2.355095 -1.246697 0.134100
H: 0.549221 1.640009 -1.368454
H: 1.660112 2.090213 -0.218725
H: 2.168190 0.739564 -1.125513
H: 1.015687 -1.583008 -0.464015
H: 2.573566 -0.741402 0.255421
H: 1.356517 -1.460312 1.481051
H: 0.949267 0.864952 1.244446
H: -2.332938 1.258152 -0.150344
H: -1.196234 -0.571431 -2.395934

Cartesian forces (eV/Å) of the 6 atoms listed first:
0.6 -0.1 -0.5
-0.7 -1.4 -3.2
0.2 0.5 1.6
-1.8 -2.6 -3.6
-0.3 -2.8 -4.7
1.6 2.0 -0.2

Summary:
HOMO (spin up / spin down), eV: -13.13 / -13.13
Total energy, Eh: -364.42515
Molecular weight, g mol⁻¹: 106.1
Orbital gap (spin up / spin down), eV: 8.42 / 8.42
Strongest force on any atom, hartree/bohr: 0.1063
E_LUMO (spin up / spin down), eV: -4.71 / -4.71
Charge: +1

=====

Quick rundown of energy relative to the best compared isomer or geometry (same formula, charge and spin), same order as above: 86.1, 45.0, 66.1, 131.8 kcal/mol